Run A
Density functional theory data (wB97M-V/def2-TZVPD) for an isolated molecule of C25H27N3O4.

Output
* gap between HOMO and LUMO: 8.47 eV
* structure (SMILES): COc1ccccc1CCNC(=O)C(=O)c1cn(CC(=O)N2CCCC2)c2ccccc12
* HOMO level: -8.38 eV

Element x y z (Å)
C (-1.9076, -1.3019, -1.5781)
O (-2.4922, -0.1654, -0.9929)
C (-3.7888, -0.2420, -0.5692)
C (-4.5973, -1.3608, -0.7271)
C (-5.9069, -1.3454, -0.2765)
C (-6.4265, -0.2181, 0.3292)
C (-5.6212, 0.8972, 0.4903)
C (-4.3087, 0.9057, 0.0515)
C (-3.4278, 2.1006, 0.2881)
C (-2.7778, 2.0240, 1.6816)
N (-2.0475, 0.7943, 1.8531)
C (-0.7959, 0.6161, 1.4097)
O (-0.0551, 1.5036, 1.0214)
C (-0.4119, -0.8722, 1.4338)
O (-1.2930, -1.7050, 1.6014)
C (0.9640, -1.1748, 1.1505)
C (2.0350, -0.3028, 1.2191)
N (3.1554, -0.8888, 0.7502)
C (4.4393, -0.2512, 0.6092)
C (4.3276, 1.2784, 0.6960)
O (4.8779, 1.8930, 1.5903)
N (3.6032, 1.8807, -0.2567)
C (2.9039, 1.2735, -1.3753)
C (2.3363, 2.4666, -2.1428)
C (2.0671, 3.4664, -1.0216)
C (3.3094, 3.3036, -0.1567)
C (2.8606, -2.1805, 0.3740)
C (3.6741, -3.1680, -0.1637)
C (3.0929, -4.3880, -0.4448)
C (1.7388, -4.6222, -0.2006)
C (0.9253, -3.6440, 0.3311)
C (1.4894, -2.4079, 0.6267)
H (-0.8788, -1.0212, -1.8017)
H (-1.9036, -2.1491, -0.8863)
H (-2.4157, -1.5841, -2.5062)
H (-4.2150, -2.2534, -1.1956)
H (-6.5196, -2.2253, -0.4051)
H (-7.4483, -0.2054, 0.6765)
H (-6.0178, 1.7834, 0.9652)
H (-2.6370, 2.1251, -0.4614)
H (-4.0110, 3.0203, 0.2248)
H (-3.5420, 2.0830, 2.4603)
H (-2.0685, 2.8468, 1.8003)
H (-2.5729, -0.0596, 2.0056)
H (2.0463, 0.6987, 1.6016)
H (4.8792, -0.5402, -0.3514)
H (5.1147, -0.5702, 1.4121)
H (3.5820, 0.6644, -1.9799)
H (2.0805, 0.6455, -1.0199)
H (1.4411, 2.2016, -2.7004)
H (3.0797, 2.8651, -2.8352)
H (1.9360, 4.4851, -1.3781)
H (1.1849, 3.1591, -0.4593)
H (3.1609, 3.5735, 0.8896)
H (4.1537, 3.8838, -0.5462)
H (4.7235, -2.9957, -0.3503)
H (3.6983, -5.1799, -0.8599)
H (1.3266, -5.5933, -0.4310)
H (-0.1192, -3.8228, 0.5309)

Run B
Density functional theory data (wB97M-V/def2-TZVPD) for an isolated molecule of C25H27N3O4.

Output
* gap between HOMO and LUMO: 8.71 eV
* structure (SMILES): CC1(C)Oc2ccc(C(=O)N3CCc4ccccc43)cc2N(CC(=O)N2CCCC2)C1=O
* HOMO level: -8.00 eV

Element x y z (Å)
C (3.8335, 2.7871, 1.8262)
C (2.7137, 2.7059, 0.7938)
C (2.6326, 3.9956, -0.0364)
O (1.5047, 2.5071, 1.5226)
C (0.4279, 2.1474, 0.7747)
C (-0.8417, 2.4426, 1.2520)
C (-1.9578, 2.0931, 0.5184)
C (-1.8061, 1.4780, -0.7191)
C (-3.0003, 1.2280, -1.5795)
O (-3.1347, 1.7590, -2.6678)
N (-3.9727, 0.4438, -1.0509)
C (-5.3011, 0.4095, -1.6588)
C (-6.2320, -0.0717, -0.5386)
C (-5.2734, -0.7126, 0.4253)
C (-5.5293, -1.5235, 1.5074)
C (-4.4557, -2.0268, 2.2322)
C (-3.1572, -1.7345, 1.8525)
C (-2.8861, -0.9139, 0.7660)
C (-3.9606, -0.3800, 0.0756)
C (-0.5398, 1.1829, -1.2011)
C (0.5846, 1.4711, -0.4422)
N (1.8809, 1.0748, -0.8161)
C (2.0601, -0.0346, -1.7399)
C (1.6378, -1.3320, -1.0364)
O (0.4617, -1.5646, -0.8078)
N (2.6133, -2.1649, -0.6551)
C (4.0488, -2.0326, -0.8450)
C (4.6347, -3.1346, 0.0360)
C (3.5612, -4.2194, -0.0176)
C (2.2741, -3.4057, 0.0284)
C (2.9744, 1.5450, -0.1679)
O (4.0951, 1.1125, -0.3742)
H (3.6994, 3.6691, 2.4453)
H (3.8099, 1.9045, 2.4602)
H (4.7927, 2.8313, 1.3199)
H (3.5674, 4.1480, -0.5689)
H (2.4533, 4.8417, 0.6232)
H (1.8185, 3.9373, -0.7570)
H (-0.9276, 2.9415, 2.2038)
H (-2.9435, 2.3162, 0.8969)
H (-5.2970, -0.2904, -2.5015)
H (-5.5437, 1.4014, -2.0431)
H (-6.9838, -0.7713, -0.9015)
H (-6.7505, 0.7646, -0.0621)
H (-6.5443, -1.7722, 1.7797)
H (-4.6375, -2.6662, 3.0828)
H (-2.3311, -2.1599, 2.4019)
H (-1.8684, -0.7348, 0.4619)
H (-0.4627, 0.6948, -2.1574)
H (3.1066, -0.0413, -2.0395)
H (1.4300, 0.1138, -2.6177)
H (4.4016, -1.0415, -0.5534)
H (4.3037, -2.2085, -1.8977)
H (5.6028, -3.4751, -0.3242)
H (4.7494, -2.7734, 1.0582)
H (3.6317, -4.9267, 0.8054)
H (3.6280, -4.7676, -0.9580)
H (1.4290, -3.8823, -0.4724)
H (1.9753, -3.1847, 1.0591)

Last place for stability: run A

Run A
Density functional theory data (wB97M-V/def2-TZVPD) for the ion H3NO3P with charge -1.

Output
* total charge: -1
* gap between HOMO and LUMO: 8.01 eV
* structure (SMILES): [O-]P(O)NO
* HOMO level: -3.38 eV

Element x y z (Å)
O (-1.1334, -1.6383, -0.7080)
P (-0.1190, -0.5275, -1.1484)
O (1.4493, -1.2093, -0.8292)
N (-0.1114, 0.7064, 0.2794)
O (-0.9087, 0.0509, 1.2783)
H (2.0213, -0.6755, -0.1490)
H (-0.7746, 1.6087, -0.0872)
H (-1.1275, -0.7461, 0.7758)

Run B
Density functional theory data (wB97M-V/def2-TZVPD) for a cluster of 2 separate species, H3NO3P in total.

Output
* total charge: -1
* gap between HOMO and LUMO (alpha / beta): 6.92 / 7.60 eV
* HOMO level (alpha / beta): -3.16 / -3.48 eV

Element x y z (Å)
N (-0.3663, 0.1739, 1.0379)
O (-1.4288, -0.5744, 0.7341)
O (-0.3662, -0.3351, -1.4100)
O (1.7799, -0.5859, -0.0926)
P (0.4674, 0.4712, -0.3974)
H (-1.6026, 1.9637, 0.6654)
H (-1.1938, -0.6747, -0.2317)
H (2.7104, -0.4386, -0.3057)

Last place for stability: run B